Computed, not measured: a molecular structure, C24H28AgCl3N4 at a distorted geometry, with wB97M-V/def2-TZVPD.

ΔE to the lowest compared entry with this formula, charge and spin: 398.3 kJ/mol
Spin multiplicity: 1
LUMO energy: -7.52 eV
HOMO energy: -9.501 eV
Total charge: +2

Geometry (Å):
Ag -4.1170 18.2437 -5.2919
Cl -2.6844 16.5756 -3.5550
Cl -6.8707 18.0846 -5.2614
Cl -3.3765 17.6175 -8.0742
N -9.5748 11.2606 2.1505
N -6.5652 14.1624 -3.4908
N -5.9173 18.5086 -0.0107
N -7.9984 22.9445 -5.0169
C -9.7967 10.8631 3.4806
C -6.9445 19.3201 0.4024
C -6.7232 22.6512 -4.8519
C -8.5011 21.9537 -2.9052
C -7.1693 21.4594 -2.8013
C -7.8744 13.0682 -1.3220
C -6.8615 20.3814 -1.8479
C -7.3340 20.3127 -0.5114
C -8.6445 10.5683 1.4504
C -6.2680 21.9406 -3.7678
C -5.3650 18.5470 -1.1816
C -10.0171 12.4946 1.7579
C -7.3312 13.0171 -3.6294
C -5.9662 14.7317 -4.7262
C -8.4106 12.4472 -0.0630
C -5.4213 17.4859 1.0434
C -8.8935 22.6242 -4.0425
C -7.8722 12.3315 -2.5484
C -5.9142 19.4207 -2.1016
C -8.5078 23.5923 -6.2949
C -9.3816 13.0859 0.6336
C -6.4855 14.7483 -2.3207
C -8.0285 11.1440 0.3569
C -7.1672 14.3444 -1.1699
H -5.6495 16.4496 0.7941
H -9.4672 14.1568 0.5228
H -8.1093 20.9878 -0.1806
H -7.6682 24.0697 -6.8002
H -5.3228 19.4429 -3.0049
H -8.4238 11.4132 -2.6856
H -10.8056 13.0030 2.2928
H -9.9125 22.9303 -4.2277
H -5.2380 21.6556 -3.6116
H -10.4050 9.9586 3.4764
H -9.2560 24.3418 -6.0369
H -8.9987 22.8350 -6.9061
H -9.2234 21.6889 -2.1472
H -5.8990 17.6804 2.0036
H -6.1123 22.9949 -5.6735
H -4.3606 17.5825 1.2754
H -7.1855 10.6547 -0.1082
H -7.4220 19.1856 1.3618
H -10.2029 11.7711 3.9263
H -8.3887 9.6320 1.9240
H -7.2884 12.6972 -4.6601
H -4.6683 17.7406 -1.3565
H -8.8056 10.7090 3.9072
H -5.7431 15.5314 -2.3654
H -6.7495 14.8007 -5.4811
H -5.3357 13.8933 -5.0224
H -5.4125 15.6584 -4.5754
H -7.1706 14.7982 -0.1898

---

Computed, not measured: 8 unconnected molecules or ions with the total composition C18H32N4O20S4 at a distorted geometry, with wB97M-V/def2-TZVPD.

Spin multiplicity: 1
LUMO energy: -0.37 eV
HOMO energy: -8.207 eV
SMILES: C[N+](=O)[O-].C[N+](=O)[O-].O=S1(=O)OCCO1.O=S1(=O)OCCO1.O=S1(=O)OCCO1.O=S1(=O)OCCO1.c1cc[nH]c1.c1cc[nH]c1
Total charge: 0

Geometry (Å):
S 0.0510 5.2134 -0.3099
S 0.6439 2.6858 4.8277
S 4.2113 0.6182 -0.6314
S 0.8048 -8.0063 -1.8874
O -3.8751 -1.2148 4.8823
O 2.3337 -7.4732 -1.9429
O 0.7215 -9.2246 -1.0117
O 3.5616 -0.6887 -0.4969
O 0.3127 -8.0146 -3.2657
O -1.2644 6.1375 -0.1398
O 1.1469 6.0294 -0.7214
O 3.8833 1.5421 0.7459
O -0.5638 4.3727 -1.5214
O -0.1679 3.7066 5.8405
O 5.5647 0.7167 -1.1263
O 2.0320 3.1340 4.7051
O 1.4100 -2.1526 -4.5885
O 0.3728 1.2961 5.0174
O 1.5505 -0.0855 -3.7278
O 0.3173 -6.5414 -1.2607
O -0.2377 3.1439 3.4997
O 0.2500 4.3732 0.8735
O -5.2808 -1.5035 3.2222
O 3.3377 1.5214 -1.5994
N 1.9482 -1.2348 -3.9836
N -3.9128 -1.9415 -1.4572
N 0.7799 -1.4110 0.0792
N -4.2096 -1.0694 3.7176
C -1.2859 4.1438 3.8282
C -3.9397 -3.1831 -2.0993
C -2.0283 -2.2333 -2.5610
C 0.1956 -0.5655 2.0052
C 0.2799 0.5089 1.1984
C -2.6651 -1.3800 -1.6870
C 3.0698 2.5931 0.4597
C -2.4092 5.6340 -0.8087
C 1.2616 -5.5317 -1.5026
C 3.1324 2.7913 -1.0501
C 0.6362 -0.0154 -0.0562
C -3.2504 -0.3971 2.7946
C -2.7684 -3.3349 -2.7714
C -1.4204 4.1228 5.3194
C -2.0030 4.2811 -1.4128
C 0.4750 -1.7388 1.3705
C 2.5466 -6.0700 -2.0404
C 3.4592 -1.4669 -3.8184
H -2.3604 -0.4490 -1.2323
H 0.2158 -2.7172 1.7474
H 2.0453 2.5033 0.8209
H -1.0665 5.1539 3.4824
H 3.3527 -5.6609 -1.4312
H 3.7067 3.3650 0.8918
H -3.2188 5.6843 -0.0806
H -4.8192 -3.8090 -2.0643
H 4.1273 -0.7103 -4.2298
H -2.4933 -4.1854 -3.3775
H 0.8520 -2.0978 -0.6577
H -3.8432 0.5051 2.6437
H 4.0049 3.3190 -1.4354
H -0.1048 1.4987 1.3949
H -2.2900 3.6122 5.7332
H -2.1865 3.9556 3.2439
H 3.6079 -2.2927 -4.5141
H -1.0398 -1.9645 -2.9031
H -3.1762 -0.9271 1.8450
H -1.6343 5.0997 5.7529
H -2.5979 6.3656 -1.5943
H 2.6335 -5.9246 -3.1171
H -4.6706 -1.4725 -0.9820
H -0.0673 -0.3967 3.0390
H 0.6546 0.4579 -1.0268
H 0.8381 -4.6957 -2.0592
H -2.2403 3.4626 -0.7332
H 3.7790 -1.7542 -2.8168
H -2.3999 4.1591 -2.4207
H 1.3826 -5.1055 -0.5067
H -2.2665 -0.2737 3.2471
H 2.2675 3.2072 -1.5667

---

Computed, not measured: a molecular structure, C4H6O2Ru at a distorted geometry, with wB97M-V/def2-TZVPD.

ΔE to the lowest compared entry with this formula, charge and spin: 302.9 kJ/mol
Spin multiplicity: 6
LUMO energy (spin up / spin down): -5.65 / -5.90 eV
HOMO energy (spin up / spin down): -11.432 / -13.870 eV
Total charge: +1

Geometry (Å):
Ru 2.7882 1.9493 0.1005
O 1.4382 0.2154 -0.1761
O 0.3789 0.7078 -2.2652
C 0.4748 -0.1147 -1.1922
C -0.4387 -0.7874 1.1500
C -1.7780 -1.2594 1.0967
C 0.0228 0.2291 0.1511
H -0.6969 -0.4137 2.2669
H -2.4896 -0.4143 1.1010
H -0.3695 1.2416 0.3016
H 0.5200 -1.1607 -1.5008
H 0.1209 1.6010 -2.0093
H 0.0289 -1.7940 0.9757

---

Computed, not measured: a molecular structure, C2H2CuFO2 at a distorted geometry, with wB97M-V/def2-TZVPD.

ΔE to the lowest compared entry with this formula, charge and spin: 73.7 kJ/mol
Spin multiplicity: 2
LUMO energy (spin up / spin down): -5.34 / -8.24 eV
HOMO energy (spin up / spin down): -16.866 / -16.714 eV
Total charge: +1

Geometry (Å):
Cu -1.1456 -1.2041 1.2049
F -1.9960 -2.2295 2.2658
O -0.4648 0.0255 0.1407
O 0.3703 -0.0347 -2.4839
C 0.3862 0.3351 -1.4069
C 0.6839 0.8144 -0.0392
H 0.5247 1.9038 0.0139
H 1.6413 0.3895 0.3046

---

Computed, not measured: 2 unconnected molecules or ions with the total composition C10H16 at a distorted geometry, with wB97M-V/def2-TZVPD.

ΔE to the lowest compared entry with this formula, charge and spin: 79.6 kJ/mol
Spin multiplicity: 1
LUMO energy: 0.97 eV
HOMO energy: -8.869 eV
SMILES: Cc1ccccc1.CCC
Total charge: 0

Geometry (Å):
C -1.7917 2.1197 -0.9651
C -1.1399 3.3504 -0.9702
C 0.2449 3.3659 -0.8394
C 1.2111 -2.4354 2.2544
C -1.1382 -2.3472 1.1593
C 0.9803 2.2073 -1.0301
C 0.3208 1.0000 -1.2793
C -1.0599 0.9509 -1.1113
C 1.0432 -0.2375 -1.7402
C 0.1338 -1.5787 1.6139
H -1.0640 -2.4873 0.0875
H 0.9586 -2.9631 3.1822
H 0.7782 4.2881 -0.6452
H 0.5424 -0.6331 -2.6231
H -0.1209 -0.7574 2.2890
H -1.1152 -3.3304 1.6374
H -1.5266 -0.0264 -1.0727
H 1.0540 -1.0249 -0.9864
H 2.0365 -1.7710 2.5234
H 1.5437 -3.2270 1.5839
H -1.6669 4.2248 -1.3278
H 0.5426 -1.0807 0.7407
H 2.0827 -0.0587 -2.0007
H 2.0615 2.2091 -1.1429
H -2.0403 -1.8848 1.5551
H -2.8711 2.1274 -0.8921

---

Computed, not measured: 21 unconnected molecules or ions with the total composition C63H168O21 at a distorted geometry, with wB97M-V/def2-TZVPD.

ΔE to the lowest compared entry with this formula, charge and spin: 104.7 kJ/mol
Spin multiplicity: 1
LUMO energy: 0.42 eV
HOMO energy: -9.540 eV
Total charge: 0

Geometry (Å):
O -2.7535 -14.0145 26.1438
O -3.4354 -12.3727 28.1442
O 0.1996 -20.4307 27.5297
O -5.8846 -11.2581 27.9760
O -5.6925 -10.4528 25.3899
O 4.6479 -19.6283 28.6553
O 1.5263 -12.7175 20.7108
O -2.8590 -13.9139 19.3069
O -4.3191 -21.1898 22.7897
O -0.0335 -10.7274 29.9645
O 2.1485 -17.2529 25.3107
O -4.6143 -12.7992 24.4397
O 1.8411 -10.8612 22.9337
O -1.2608 -12.1753 21.3329
O -1.4612 -10.3520 27.6305
O -6.5560 -18.9402 26.4953
O -6.2527 -18.8003 23.7081
O 3.3216 -8.6868 21.8867
O 0.9547 -15.3283 21.8424
O 1.9052 -18.1845 28.0083
O -0.6740 -22.2345 29.5316
C -1.3524 -15.6474 25.1901
C 5.9163 -21.4838 28.1546
C -2.8483 -19.3294 23.2579
C -6.2890 -8.2823 26.0929
C -2.1561 -20.7797 30.8702
C 1.9357 -6.7566 21.6208
C -1.3744 -14.3048 25.8835
C -6.8258 -13.3899 27.2568
C 3.1995 -16.2355 25.4414
C 3.7386 -6.7572 23.4220
C -0.9872 -16.3600 20.9277
C -3.9956 -13.5887 18.5592
C 1.3268 -17.0589 28.7770
C -7.5192 -12.3297 29.4677
C -3.2309 -11.8387 30.5109
C 3.2333 -15.4298 24.2061
C -6.9882 -12.1288 28.0223
C -0.6967 -21.3736 30.6792
C -1.9343 -9.2903 26.7745
C -6.5452 -9.3481 25.1095
C 1.1226 -12.3519 28.6564
C -7.5912 -17.1013 22.7097
C -6.1156 -8.8740 23.6620
C -5.4791 -13.5987 23.5180
C -7.0097 -19.1716 21.4952
C 3.2913 -7.3161 22.0755
C -2.1780 -8.0587 27.6087
C -2.8209 -12.8121 29.4270
C 2.7060 -11.6580 23.8479
C -0.4110 -20.7036 26.3059
C 0.4827 -16.5675 21.2670
C -1.4137 -10.8186 21.7802
C -4.4302 -19.3948 27.3820
C -5.0746 -17.0982 26.3675
C -1.5496 -9.8454 20.5618
C 4.0113 -11.8678 23.1745
C 2.1487 -9.9817 29.1245
C 4.4906 -20.9795 28.2418
C -0.8411 -9.1138 25.7490
C 0.7813 -17.6777 22.1673
C 2.3755 -12.7431 19.4968
C 4.5498 -16.8444 25.8296
C 2.8233 -10.9375 25.1895
C 0.0970 -16.5970 28.1100
C -0.5921 -13.2564 25.2359
C 0.1443 -19.7732 25.2517
C -3.1652 -20.4286 22.2798
C -5.4779 -18.3632 27.1725
C -4.8725 -12.6341 19.3046
C 3.6534 -21.0563 26.9533
C -0.1778 -22.0511 32.0068
C -6.4662 -12.8114 22.7169
C -6.5588 -18.1506 22.4569
C -3.2213 -14.2034 29.7977
C 1.0711 -17.5212 30.1846
C -2.0044 -21.3523 21.9983
C -2.6794 -10.7863 22.5933
C -4.4766 -14.3530 22.6134
C 1.9900 -11.4749 18.8028
C 2.1341 -14.0251 18.6748
C 1.2910 -11.1774 29.5995
C -4.7404 -14.8762 18.1452
C -0.1635 -22.1482 25.9134
H 0.3911 -15.0182 22.5674
H 2.8952 -15.5296 26.2645
H 1.7887 -10.6090 25.4770
H 0.4813 -13.5035 25.0372
H -5.3318 -7.9318 25.9030
H -1.0994 -8.4066 24.9805
H -7.7400 -16.3716 21.8927
H 2.6623 -14.1237 17.7104
H -4.2831 -14.2945 29.9750
H -0.5256 -10.5364 22.3711
H -3.6632 -18.5722 23.3284
H 0.4469 -16.3130 27.1061
H 1.9802 -9.2442 29.9139
H -4.1714 -16.6935 26.8178
H -5.0870 -8.6147 23.7002
H -4.0087 -19.6781 26.4194
H 1.7327 -11.5138 30.5622
H -0.5421 -10.5909 29.1804
H -5.9378 -14.2284 24.2512
H -0.5887 -12.2691 25.7852
H -7.3497 -11.4080 29.9996
H 0.5875 -18.5426 21.6034
H -0.0786 -21.1492 32.7171
H 1.1868 -20.1220 25.0932
H -6.3144 -19.1044 25.5829
H -2.6463 -19.7541 24.2579
H -2.6354 -13.1756 19.8903
H 2.9702 -7.0657 24.1520
H -2.3473 -22.2367 21.4340
H -6.9736 -7.4244 26.0016
H -5.3814 -13.1622 20.0552
H 0.9450 -11.5426 18.4207
H -2.8956 -10.7922 30.3044
H -1.5554 -17.3011 20.6528
H -0.7080 -10.0224 19.9376
H -8.5869 -12.5220 29.5397
H 6.5687 -20.8149 27.6042
H 6.3441 -21.5319 29.1745
H -3.7969 -15.0072 23.1645
H -4.0633 -15.5351 17.6031
H -3.6853 -13.1129 17.6502
H 2.2754 -14.9651 24.0565
H -6.6571 -7.9788 23.3026
H -7.0938 -12.2945 23.4205
H -5.6348 -17.7126 22.0339
H -7.2277 -18.6943 20.5199
H 1.0779 -16.6311 20.2956
H 1.5143 -13.6644 20.9623
H 3.1879 -10.2562 29.0511
H 4.3137 -20.5600 26.1925
H -7.6644 -14.0234 27.5020
H -7.9309 -19.6831 21.8033
H -2.8620 -9.5894 26.3070
H -4.2936 -11.8247 30.6143
H -3.4847 -20.0208 21.3092
H 1.2377 -6.9066 22.4442
H 4.6847 -7.1816 23.7216
H -4.0161 -13.5654 22.0420
H 3.9373 -21.5624 28.9807
H -0.5228 -10.0489 25.3025
H -1.5145 -20.4720 26.3617
H -0.0144 -20.5856 30.3909
H -2.5915 -11.3565 23.5280
H -0.7921 -22.8386 32.3991
H -5.6758 -19.5868 23.5793
H -1.4843 -8.7939 20.8922
H -5.6197 -12.2149 18.6243
H -5.8492 -13.8882 27.5473
H -1.2452 -7.6943 28.1254
H 2.0917 -12.6425 28.1971
H -2.7079 -14.6533 30.6479
H -5.5510 -14.6152 17.4624
H -4.8514 -20.3436 27.8035
H -1.7897 -16.4149 25.8190
H -7.7553 -11.5593 27.4969
H 4.5553 -10.9128 23.0662
H -4.2884 -22.0051 22.2932
H 3.8431 -12.1878 22.1339
H -1.0524 -15.6718 20.0541
H -6.0844 -12.1176 21.9428
H 0.0127 -8.7667 26.3306
H -2.0147 -15.4555 24.3636
H 2.6962 -20.5806 27.0811
H -5.0933 -11.7420 28.2777
H -6.3924 -8.6024 27.1492
H -5.9200 -16.4018 26.5045
H 2.7811 -9.2477 22.4277
H -3.4531 -11.3021 22.0103
H 1.9115 -9.5015 28.1611
H -6.2638 -19.9865 21.2523
H -7.1206 -13.4795 22.1836
H -4.8538 -17.1931 25.3215
H 1.9603 -5.6505 21.4234
H 0.5349 -12.0628 27.7995
H 3.4344 -16.0888 23.3507
H -0.2460 -19.8064 24.2310
H 2.2192 -17.7669 26.1043
H -1.5592 -21.7761 22.9243
H 1.2804 -18.9269 27.9591
H 2.0798 -16.3029 28.7592
H -0.6973 -17.3205 28.1491
H 0.7324 -13.1768 29.2491
H 3.9722 -14.6278 24.2177
H 4.0231 -6.9610 21.3908
H 3.4863 -10.0830 25.0679
H 3.4411 -12.7420 19.7704
H -2.5362 -7.2610 26.9233
H -2.3495 -20.1249 29.9468
H 0.8801 -22.3983 25.7951
H 0.6741 -16.6837 30.7325
H -0.6623 -22.4371 24.9872
H 2.6360 -11.3400 17.9205
H -1.7373 -12.7945 29.3536
H 1.6958 -11.5059 22.2328
H -0.9549 -14.4360 26.9008
H 2.0183 -10.6395 19.5143
H -2.9314 -21.6034 30.8787
H -7.2712 -16.5357 23.6063
H -2.4634 -10.0462 19.9547
H 3.6256 -22.1073 26.6130
H -1.2097 -20.8867 21.4244
H 1.7070 -7.2824 20.6898
H 5.3229 -16.0810 25.9265
H -3.1510 -14.9469 29.0002
H 3.2963 -11.6266 25.9073
H 3.8303 -5.6372 23.4527
H -3.1635 -12.9937 27.3954
H -4.3124 -11.8616 19.8128
H 2.1552 -12.6045 23.9453
H 2.4835 -14.8833 19.2642
H -6.9484 -13.1089 29.9224
H -1.9409 -18.8375 22.9301
H -2.2172 -20.2538 31.8425
H 3.7923 -19.1716 28.6256
H 0.2950 -18.2818 30.1812
H -3.2469 -13.5187 25.4463
H 2.0247 -17.7496 30.6354
H 1.8277 -17.6030 22.4744
H -6.8103 -13.2305 26.1790
H 5.9958 -22.4782 27.7413
H -0.2380 -15.6979 28.5746
H 4.6880 -12.6356 23.5984
H -2.2757 -10.8614 27.8758
H -4.8582 -15.0157 21.8410
H -8.5217 -17.6024 22.8849
H -1.3114 -22.9212 29.7231
H -4.9566 -11.9214 24.7085
H 0.1976 -18.7555 25.4966
H 0.2003 -17.6013 23.0883
H -2.8935 -8.2361 28.4404
H -0.9583 -12.9820 24.1902
H -5.8404 -18.0262 28.1629
H 1.1074 -14.1673 18.4976
H -2.9272 -9.7768 22.8662
H -1.4281 -15.8447 21.8354
H -0.5561 -22.8508 26.6628
H -2.7404 -12.1268 31.4121
H 4.3977 -17.2571 26.7944
H -5.1440 -15.4306 19.0032
H -0.3764 -12.2832 20.9738
H -0.3554 -15.9611 24.9130
H 0.8795 -22.3578 31.7663
H -6.2491 -9.6608 22.9465
H 0.1357 -21.2633 28.0160
H -3.5807 -19.1732 28.0554
H 4.8795 -17.6579 25.1821
H -7.5705 -9.5531 24.9518
H -5.6409 -10.6082 26.3382